This record from the Open Molecules 2025 dataset describes a 6-piece molecular cluster, H12O6 overall in a non-equilibrium geometry. The level of theory is ωB97M-V/def2-TZVPD.

Each line ends with the Mulliken charge.
CARTESIAN COORDINATES (ANGSTROEM)
H  0.965  -5.300  0.992  0.319
O  -0.481  1.597  -2.070  -0.676
H  -1.972  -1.283  0.091  0.289
H  -0.898  0.719  -2.159  0.318
H  1.876  -0.768  -2.038  0.320
O  1.839  -4.884  0.912  -0.639
H  -0.549  -1.567  -0.237  0.252
H  0.476  -0.666  -1.334  0.440
H  -1.314  1.003  0.099  0.361
H  -0.961  2.195  -1.459  0.347
O  -1.254  -0.950  -0.451  -0.677
H  1.739  -4.149  0.316  0.319
O  -1.953  1.649  0.434  -0.684
H  -1.330  2.193  0.930  0.350
H  0.693  4.391  2.070  0.320
H  1.409  3.482  3.115  0.311
O  0.636  3.588  2.582  -0.622
O  1.077  -1.249  -1.795  -0.647

As for the SMILES: O.O.O.O.O.O. The relative energy (zero: lowest compared OMol25 entry of this formula, charge and spin) comes out at 36.6 kcal per mole. For the orbital gap, the calculation gives 11.42 eV. As for the lowest unoccupied orbital energy: 0.234 eV. As for the HOMO energy: -11.2 eV.



This record from the Open Molecules 2025 dataset describes C45H60Cl5GeN4P3Pd as an isolated structure in a non-equilibrium geometry. The level of theory is ωB97M-V/def2-TZVPD.

Each line ends with the Mulliken charge.
CARTESIAN COORDINATES (ANGSTROEM)
H  3.647  -1.742  4.064  0.295
H  4.963  -0.623  3.785  0.509
C  -0.573  1.444  -3.499  0.305
H  -1.169  -0.308  4.946  0.485
C  -0.230  -2.202  -3.008  1.286
H  -1.606  3.095  -2.474  0.930
H  2.722  0.381  5.219  0.364
P  1.493  -0.311  2.310  2.417
H  1.805  -1.611  5.188  0.398
H  4.331  -1.549  2.444  0.322
C  1.845  3.935  -2.145  -1.207
H  -2.752  -5.144  0.239  0.613
C  -0.237  0.070  4.528  -1.475
C  -3.065  -1.798  -0.421  0.772
C  4.517  3.038  0.598  -0.285
C  0.532  -6.405  -0.272  -1.193
N  -2.122  -0.811  -0.792  0.759
H  -2.273  2.654  -4.042  0.440
H  1.636  -0.500  -3.679  0.766
P  0.818  1.348  -2.247  1.562
Cl  5.609  5.220  1.735  -0.119
Cl  0.810  3.253  3.147  -0.122
H  0.308  -2.518  5.118  0.488
H  -3.210  2.852  -1.759  0.457
H  3.732  3.055  -4.037  0.489
H  -1.193  -5.832  -1.421  0.561
C  -2.525  -3.101  -0.367  -0.282
C  1.936  2.652  -2.975  0.828
H  -0.447  1.006  4.011  0.029
H  2.352  4.736  -2.682  0.576
H  4.042  2.341  -2.471  0.247
C  -0.257  -4.162  -0.456  0.090
C  -0.870  -3.122  -5.150  -1.039
N  -1.177  -3.125  -0.928  1.158
C  3.161  4.196  2.235  0.005
C  1.569  -5.945  0.529  -1.020
C  -1.188  -3.080  -2.382  0.471
H  1.570  -2.863  3.955  0.286
H  0.202  2.225  -5.384  0.586
H  -3.217  -0.576  1.923  0.271
C  -1.603  4.486  0.853  -1.449
C  1.953  -1.754  1.290  -2.211
H  -3.940  3.335  -0.238  0.275
H  0.422  0.297  5.360  0.444
H  2.233  1.797  4.302  0.379
Cl  3.699  0.689  -0.492  -0.103
Cl  2.997  5.413  3.423  -0.126
H  0.450  -7.455  -0.510  0.484
P  -1.575  1.588  0.442  2.307
H  -0.772  3.553  -3.941  0.408
C  -3.215  -4.173  0.150  -0.263
C  -2.030  -3.852  -3.135  -0.604
C  -2.506  -0.022  2.524  -1.943
H  -0.749  -3.191  -6.221  0.497
Cl  5.989  2.810  -0.244  -0.099
C  3.116  0.172  3.094  1.754
H  1.423  2.838  -3.919  0.572
H  -3.891  3.060  1.871  0.356
H  -1.233  0.603  -3.264  0.459
H  -4.916  -0.684  -0.217  0.626
H  2.810  -1.457  0.680  0.080
C  -2.501  0.574  -0.777  -2.173
C  1.087  -2.060  4.508  -1.695
C  -3.090  3.492  -0.893  -1.637
C  1.403  -0.386  -2.626  -1.847
H  -6.174  -2.589  0.608  0.474
Ge  -0.367  -1.201  -0.389  0.318
C  2.224  2.274  1.061  -3.232
Pd  0.689  0.943  0.330  -3.708
H  -0.914  3.464  -0.863  -1.932
H  -1.546  -0.511  2.472  -0.046
C  0.791  -3.679  0.333  1.019
H  -2.366  4.467  1.626  0.260
C  -5.130  -2.724  0.362  -0.875
C  2.973  1.009  4.367  -1.679
H  -1.799  2.018  2.755  0.468
H  3.604  0.778  2.338  -0.215
H  -4.237  1.843  3.076  0.504
H  -2.866  -0.052  3.553  0.718
C  0.397  -1.004  3.634  0.198
H  -4.494  1.468  1.385  0.281
H  -3.139  4.524  -1.241  0.548
H  -2.788  -4.455  -2.654  0.584
H  2.292  -6.648  0.918  0.450
H  -1.734  5.412  0.294  0.576
H  2.323  -2.510  1.979  0.801
H  -5.114  -4.792  0.931  0.482
C  3.380  2.305  -3.329  -1.384
C  -4.410  -1.631  -0.105  -0.879
N  0.395  -1.344  -2.202  -0.133
H  -2.330  1.054  -1.740  -0.402
H  2.573  -4.295  1.405  0.606
C  -0.051  -2.305  -4.422  -0.973
C  2.135  3.266  2.019  1.772
H  -2.522  -4.498  -5.123  0.487
C  -3.837  1.998  2.074  -1.465
H  -0.632  4.525  1.321  0.228
C  4.045  -1.025  3.355  -1.650
H  3.936  1.470  4.582  0.424
C  -2.410  1.417  2.071  1.179
C  -0.071  1.266  -4.951  -1.561
H  0.780  0.607  -5.085  0.303
H  -0.886  0.868  -5.556  0.349
C  -4.541  -3.969  0.532  -1.120
C  3.458  2.159  0.434  2.425
H  -0.377  -1.526  3.079  0.778
H  2.326  -0.576  -2.079  0.084
H  0.716  -1.736  -4.922  0.713
C  -1.878  -3.872  -4.523  -1.066
C  -1.350  2.758  -3.471  -2.547
H  2.324  3.816  -1.175  0.111
C  -0.389  -5.498  -0.779  -0.262
C  4.347  4.103  1.493  0.426
C  1.719  -4.601  0.821  -0.893
H  0.815  4.256  -1.980  0.056
N  0.872  -2.282  0.494  1.008
H  3.488  1.335  -3.815  0.279
H  -3.556  0.731  -0.551  0.828
C  -1.740  3.345  -0.150  2.774

As for the expectation value of S²: 0.78. The relative energy (zero: lowest compared OMol25 entry of this formula, charge and spin) comes out at 20.6 kcal per mole. For the orbital gap (spin up / spin down), the calculation gives 5.32 / 5.21 eV. The multiplicity is 2. As for the lowest unoccupied orbital energy (spin up / spin down): -10.083 / -10.207 eV. As for the HOMO energy (spin up / spin down): -15.4 / -15.4 eV. Its charge is +3.



This record from the Open Molecules 2025 dataset describes C13H21F5MnOP2 as an isolated structure in a non-equilibrium geometry. The level of theory is ωB97M-V/def2-TZVPD.

Each line ends with the Mulliken charge.
CARTESIAN COORDINATES (ANGSTROEM)
C  -0.827  0.854  2.483  -0.562
C  -1.725  -3.472  -0.748  -1.258
P  0.127  1.923  -1.870  1.082
C  0.122  0.943  5.117  0.659
H  -2.477  -3.050  -1.422  0.448
H  0.813  -3.479  -2.883  0.483
H  -0.768  -2.752  -3.244  0.450
H  0.698  -1.758  -3.301  0.315
H  1.144  2.377  -4.024  0.436
C  0.154  2.517  -3.562  -1.238
H  -0.036  0.395  -1.888  -0.104
F  0.222  3.307  4.995  -0.251
H  1.305  3.827  -1.023  0.443
H  -0.587  1.988  -4.177  0.423
H  -2.262  1.817  -1.438  0.427
C  -1.426  2.448  -1.118  -1.058
H  -1.615  3.481  -1.437  0.409
F  -0.029  -1.440  5.205  -0.257
H  1.078  -3.524  0.893  0.400
Mn  1.394  -0.156  -2.741  -0.004
H  -0.091  3.586  -3.555  0.393
F  -1.009  -1.514  2.653  -0.325
C  -0.199  -0.283  4.532  0.077
H  -1.194  0.853  1.459  0.402
H  -1.354  2.426  -0.026  0.205
C  2.072  -0.584  -0.998  0.174
F  -0.716  3.227  2.430  -0.338
O  2.510  -0.387  0.070  -0.292
P  -0.165  -2.536  -0.934  0.819
C  0.192  -2.580  -2.731  -0.978
H  -2.090  -3.367  0.279  0.401
H  1.301  2.483  0.157  0.337
C  1.411  2.737  -0.906  -1.171
C  1.130  -3.583  -0.203  -1.267
C  -0.683  -0.312  3.223  0.308
H  -1.560  -4.528  -0.986  0.418
H  -0.444  -1.626  0.163  0.001
H  2.117  -3.233  -0.527  0.421
F  0.693  0.949  6.341  -0.240
C  -0.524  2.064  3.104  0.390
C  -0.061  2.125  4.418  0.162
H  0.946  -4.605  -0.549  0.468
H  2.416  2.441  -1.231  0.390

As for the expectation value of S²: 4.18. The relative energy (zero: lowest compared OMol25 entry of this formula, charge and spin) comes out at 0.0 kcal per mole. For the orbital gap (spin up / spin down), the calculation gives 7.20 / 6.14 eV. The multiplicity is 4. As for the lowest unoccupied orbital energy (spin up / spin down): -7.360 / -7.599 eV. As for the HOMO energy (spin up / spin down): -14.6 / -13.7 eV. Its charge is +2.